Density functional theory data (ωB97M-V/def2-TZVPD) for a molecular structure, C32H47F5MoN3OPSeSi3.

XYZ file:
```
94
Properties=species:S:1:pos:R:3:forces:R:3
Mo -0.344317 -0.085489 -0.543518 0.68 0.36 -0.25
C 1.405642 -0.466004 2.725136 -0.01 0.00 0.01
O 1.044847 0.189963 1.507993 -0.09 0.02 -0.07
Si 1.946084 1.443806 0.815267 -0.09 0.04 -0.09
C 3.745255 1.060489 0.960731 0.10 -0.06 0.03
C 1.603892 2.947436 1.856081 0.01 0.07 0.06
C 1.122026 1.360159 -0.872252 -0.11 -0.11 -0.13
Si 2.244174 0.487698 -2.208567 -0.03 0.04 0.03
C 2.552669 -1.260037 -1.609649 0.01 -0.12 -0.01
C 1.448568 0.326334 -3.879978 -0.08 0.02 -0.12
C 3.867793 1.351094 -2.469012 0.02 0.09 0.03
Si 0.614479 3.116404 -1.465401 0.05 -0.11 0.03
C 0.074233 3.208426 -3.248329 -0.06 -0.02 -0.07
C 2.072514 4.279324 -1.328176 0.04 0.03 0.03
C -0.792593 3.746720 -0.362142 -0.02 0.08 0.09
H 2.379880 -0.940291 2.632403 0.02 0.01 0.02
H 0.670355 -1.242648 2.931441 0.01 -0.02 0.00
H 1.428046 0.252119 3.547822 0.00 0.02 0.02
H 3.984667 0.945390 2.021413 0.03 0.00 0.00
H 4.348528 1.891270 0.592872 0.02 0.03 -0.01
H 4.056427 0.153410 0.445297 0.03 -0.02 -0.02
H 2.167645 2.845933 2.787141 -0.02 -0.01 0.04
H 0.553199 3.055434 2.116943 -0.06 0.02 0.00
H 1.923410 3.880832 1.400147 0.02 0.04 0.02
H 1.811823 -1.957648 -2.011634 -0.01 -0.01 0.03
H 2.577272 -1.363783 -0.527363 0.02 -0.04 0.11
H 3.524764 -1.590018 -1.987618 -0.01 -0.02 -0.04
H 0.432102 -0.068108 -3.864477 0.02 0.00 -0.02
H 2.065340 -0.381630 -4.440858 -0.01 -0.03 -0.03
H 1.442869 1.261335 -4.436401 0.02 -0.02 -0.03
H 4.504220 1.384881 -1.590977 0.07 0.01 0.06
H 3.751276 2.363461 -2.849246 -0.01 0.06 -0.04
H 4.390008 0.775374 -3.237745 0.03 -0.01 -0.01
H 0.933787 3.422173 -3.884346 0.02 -0.01 -0.03
H -0.622970 4.041091 -3.367719 0.00 0.03 0.01
H -0.408489 2.311962 -3.627586 -0.08 -0.01 -0.01
H 2.708886 4.188702 -2.206544 0.03 0.01 -0.05
H 2.705392 4.145522 -0.453348 0.03 0.01 -0.01
H 1.701828 5.307544 -1.311831 0.00 0.02 0.01
H -1.187137 2.962183 0.288564 -0.01 -0.01 0.08
H -1.612667 4.138092 -0.968485 -0.01 0.01 0.00
H -0.452882 4.557113 0.283318 0.02 0.03 0.03
C -2.425517 -2.607912 -5.368897 0.06 -0.03 0.06
C -1.527958 -2.991603 -4.350700 -0.05 0.00 -0.07
C -1.290579 -2.165985 -3.287217 -0.01 0.00 0.09
C -1.939689 -0.919368 -3.173920 0.00 0.07 0.02
C -1.708835 -0.016221 -2.079866 0.12 -0.14 0.08
C -2.334175 1.219327 -2.099321 -0.06 0.06 -0.13
C -3.193211 1.620460 -3.143058 0.08 -0.02 0.09
C -3.442749 0.748045 -4.162560 -0.01 -0.03 -0.05
C -2.823683 -0.527032 -4.209549 -0.05 0.00 -0.08
C -3.056161 -1.399680 -5.299578 -0.02 0.04 0.03
H -2.606526 -3.269621 -6.204023 0.00 -0.02 -0.01
H -1.028976 -3.949153 -4.411741 0.02 -0.01 -0.01
H -0.603718 -2.468652 -2.508741 -0.02 0.00 -0.03
H -2.129045 1.946348 -1.318784 -0.03 -0.06 -0.03
H -3.639490 2.606100 -3.137728 0.00 0.02 0.01
H -4.107631 1.029830 -4.969720 -0.01 -0.01 -0.01
H -3.737953 -1.088733 -6.080860 -0.01 0.01 -0.01
F 3.401868 -6.768704 -1.172968 -0.08 0.10 0.02
C 2.571674 -5.792155 -0.852651 0.08 -0.12 -0.03
C 2.936819 -4.857158 0.104155 0.05 0.01 0.01
F 4.119867 -4.939641 0.697814 -0.07 0.01 -0.02
C 2.057806 -3.842643 0.430900 0.10 -0.05 0.03
F 2.437930 -2.973911 1.377812 -0.06 0.02 -0.14
C 0.821482 -3.716113 -0.187575 0.04 0.08 0.05
Se -0.404489 -2.369802 0.380432 -0.24 -0.41 0.08
C 0.461816 -4.685994 -1.111769 0.01 -0.12 -0.06
F -0.744092 -4.679217 -1.683314 0.04 0.07 0.04
C 1.327590 -5.711359 -1.456307 -0.01 -0.01 -0.02
F 0.964870 -6.618796 -2.351767 0.00 0.04 0.03
C -5.036906 -0.083469 2.327457 -0.02 0.03 -0.01
N -4.585613 1.299252 1.823089 -0.03 0.04 -0.05
C -3.936319 2.056107 2.999491 -0.03 0.01 -0.04
N -2.878485 1.294065 3.557443 -0.01 0.01 0.01
C -3.362874 -0.011581 4.004260 0.04 -0.04 0.02
N -3.940204 -0.774871 2.899427 -0.03 0.02 0.03
C -2.941699 -1.203555 1.928062 -0.01 0.03 -0.06
P -2.104992 0.262375 1.148303 -0.19 0.01 0.28
C -3.639780 1.180264 0.664100 -0.11 0.02 0.00
C -1.703793 1.199611 2.691937 -0.04 -0.07 -0.02
H -5.456683 -0.612200 1.472159 0.01 -0.01 0.02
H -5.811836 0.107516 3.069722 0.00 -0.02 0.00
H -5.409428 1.821286 1.515488 0.01 -0.02 0.01
H -4.732480 2.214889 3.726792 0.02 0.00 0.01
H -3.590482 3.011939 2.605703 0.00 -0.01 0.03
H -4.124038 0.136247 4.770579 0.00 0.00 0.00
H -2.537140 -0.573988 4.436607 -0.01 0.01 0.01
H -3.395331 -1.812969 1.143776 0.00 -0.01 0.03
H -2.187566 -1.817387 2.420057 -0.03 0.01 0.01
H -4.138013 0.653224 -0.151649 0.00 0.03 0.03
H -3.401323 2.188494 0.326651 0.01 0.00 0.01
H -1.340538 2.195890 2.442865 -0.01 0.02 -0.01
H -0.900234 0.678990 3.211982 -0.03 0.02 0.02
```
Forces are in eV/Å.

Values from the calculation:
HOMO-LUMO gap (alpha / beta) = 6.396 / 6.376 eV
Total charge = +2
Spin multiplicity = 3
E = -154163.248 eV


Density functional theory data (ωB97M-V/def2-TZVPD) for a molecular structure, C32H47HgN2O2P2.

XYZ file:
```
86
Properties=species:S:1:pos:R:3:forces:R:3
C -1.618432 -1.437704 -1.325889 -0.47 -0.44 -0.69
C 0.677235 -1.853974 -1.393081 -2.05 -0.82 -0.51
C -1.866812 -2.378994 -2.337964 -0.02 0.22 0.31
C 0.464305 -2.898257 -2.347914 0.19 0.57 0.31
C -0.806760 -3.135537 -2.838730 -0.13 0.10 0.41
H -2.893630 -2.493181 -2.681536 0.33 -0.12 -0.10
H 1.343860 -3.443550 -2.697741 -0.42 0.07 -0.03
H -0.986904 -3.902886 -3.586461 0.08 0.10 0.09
N -0.406897 -1.224922 -0.823765 0.99 0.23 -0.34
P -2.899903 0.060058 0.780802 -0.19 -0.26 -0.44
P 2.789286 -0.504567 0.060642 -2.27 0.59 -1.45
C -2.820821 -0.555353 -0.935120 -0.09 -0.08 -0.39
H -2.842325 0.320753 -1.608707 0.22 -0.31 0.27
H -3.751641 -1.098398 -1.163591 0.38 0.15 0.03
C 0.757348 1.474895 4.005156 -2.42 -1.01 0.95
O 1.711897 2.108280 4.306208 0.84 0.19 -0.75
C 2.042775 -1.467459 -1.214345 0.93 0.50 0.09
H 2.732496 -2.187297 -1.678756 -0.15 0.18 0.39
C 4.249979 0.393826 -0.628154 0.59 0.56 -0.11
C 3.027544 -1.339632 1.713900 -0.07 0.53 1.09
C -3.688973 1.767021 0.734741 -0.39 -0.42 -0.01
C -3.767453 -1.314861 1.718908 -0.35 0.19 0.02
C 4.161369 1.883397 -0.226312 0.04 0.13 0.08
H 4.067140 1.997666 0.862617 0.02 0.11 -0.27
H 5.088669 2.375232 -0.553693 -0.21 -0.17 0.17
H 3.330907 2.401601 -0.716466 0.19 -0.12 0.20
C 5.611283 -0.126295 -0.126528 0.25 -0.13 0.07
H 5.747526 -0.024595 0.955047 0.03 -0.11 -0.48
H 5.806019 -1.161264 -0.426859 -0.03 0.16 0.07
H 6.382211 0.504302 -0.593172 -0.23 -0.22 0.04
C 4.246280 0.274614 -2.164727 0.04 0.05 -0.02
H 5.074788 0.889252 -2.549922 -0.25 -0.13 0.16
H 4.424473 -0.761778 -2.477721 -0.12 0.27 -0.02
H 3.308520 0.632540 -2.608674 0.52 -0.16 0.05
C 3.752788 -0.390266 2.689224 0.11 0.07 0.14
H 3.121617 0.453232 2.994815 0.06 -0.19 0.00
H 4.018509 -0.966628 3.591764 -0.16 0.25 -0.29
H 4.681481 0.006027 2.268274 -0.32 -0.10 0.34
C 1.698326 -1.774169 2.366821 -0.36 0.24 -0.25
H 1.094707 -0.899178 2.665497 0.36 -0.42 -0.07
H 1.091913 -2.406653 1.705328 0.14 0.04 0.07
H 1.910853 -2.336096 3.291950 0.12 0.16 -0.40
C 3.881950 -2.600731 1.472543 0.33 0.02 -0.75
H 4.897869 -2.344539 1.142923 -0.26 -0.18 0.09
H 3.975116 -3.156703 2.418951 -0.20 0.34 -0.26
H 3.424994 -3.271984 0.730514 0.11 0.11 0.20
C -4.225432 -0.811709 3.096419 -0.04 -0.07 0.14
H -4.653311 -1.666471 3.642241 0.14 0.21 -0.11
H -3.401803 -0.410111 3.700632 -0.07 -0.01 -0.10
H -5.017650 -0.056261 3.016106 0.17 -0.16 -0.01
C -2.745937 -2.456237 1.904512 0.10 0.08 -0.01
H -2.370145 -2.839476 0.946507 -0.09 0.07 0.14
H -1.885883 -2.142560 2.512020 -0.20 -0.01 -0.08
H -3.237748 -3.288103 2.430996 0.09 0.23 -0.15
C -4.991396 -1.851580 0.956597 -0.12 -0.09 0.09
H -5.524090 -2.543595 1.627144 0.11 0.16 -0.23
H -5.693339 -1.055854 0.673268 0.17 -0.24 0.06
H -4.712135 -2.419104 0.060316 -0.07 0.11 0.18
C -2.916007 2.610510 -0.306872 -0.10 -0.04 0.02
H -3.210418 2.368529 -1.336586 0.07 0.06 0.23
H -3.132283 3.676117 -0.137345 -0.01 -0.31 -0.03
H -1.825430 2.486546 -0.220303 -0.20 -0.01 0.04
C -3.554103 2.436935 2.117452 0.11 -0.04 0.04
H -2.502121 2.557140 2.413733 -0.25 -0.01 -0.03
H -3.996351 3.442557 2.063567 0.05 -0.26 0.00
H -4.063031 1.877405 2.910842 0.14 0.17 -0.21
C -5.168084 1.658686 0.351891 -0.19 0.42 -0.08
H -5.308518 1.207701 -0.639452 0.03 0.04 0.19
H -5.752220 1.090707 1.088196 0.21 0.16 -0.17
H -5.584113 2.676320 0.318143 -0.04 -0.23 -0.05
Hg -0.752000 0.581020 1.743003 0.49 0.06 1.08
N 1.471636 0.924848 -0.250618 1.10 -1.27 -1.38
C 1.281835 0.892287 -1.461227 0.47 -0.86 3.40
C 0.893582 1.478129 -2.684663 -0.28 0.23 -1.60
C 0.525898 2.844366 -2.654427 0.40 -0.01 0.05
C 1.062583 0.824832 -3.936569 -0.01 0.23 0.47
C 0.549520 3.588270 -3.834147 -0.07 -0.29 -0.09
H 0.278404 3.292871 -1.688659 0.25 0.03 -0.36
C 1.043576 1.575720 -5.110669 -0.06 -0.04 0.16
H 1.218088 -0.255934 -3.942426 0.15 0.33 -0.04
C 0.850605 2.962533 -5.056378 -0.08 -0.01 0.40
H 0.352830 4.662233 -3.798067 0.00 -0.40 -0.02
H 1.207802 1.084892 -6.074804 -0.08 0.17 0.42
H 0.925214 3.561163 -5.968411 -0.10 -0.24 0.34
O -1.257367 0.506150 4.801345 -1.56 -0.92 0.07
C -0.426099 0.843295 3.955923 3.62 2.00 -0.81
```
Forces are in eV/Å.

Values from the calculation:
HOMO-LUMO gap (alpha / beta) = 3.192 / 3.195 eV
Total charge = +1
Spin multiplicity = 1
Energy above the lowest of the compared OMol25 structures with the same formula, charge and spin = 317.5 kJ/mol
E = -63761.764 eV


> Look up the total charge of the second one.

+1


> Number 1 is which compound?

C32H47F5MoN3OPSeSi3


> Among the records above, which one has the lowest E?

C32H47F5MoN3OPSeSi3


> The lowest E belongs to which entry?

C32H47F5MoN3OPSeSi3